(1)
Formula: C19H27CuNO
Source: the OMol25 dataset
Level of theory: wB97M-V/def2-TZVPD

```
! wB97M-V def2-TZVPD RIJCOSX def2/J DEFGRID3
* xyz -2 2
C -0.539 -4.147 -0.193
C -1.065 -3.354 -1.250
C -1.846 -2.304 -0.685
C -1.958 -2.559 0.708
C -1.149 -3.697 1.007
Cu 1.173 -1.529 -0.855
N 1.037 -0.678 2.172
C 1.510 -2.501 -2.460
C 0.827 -1.791 -3.458
H -2.315 -1.476 -1.226
H -0.796 -3.395 -2.293
H -2.663 -2.040 1.348
H -0.968 -4.109 1.993
H 0.255 -4.887 -0.275
H -0.184 -2.023 -3.755
H 2.553 -2.201 -2.064
H 1.473 -1.274 1.444
H 1.259 -0.840 -3.794
H 1.289 -3.620 -2.300
C -1.142 -0.162 2.851
C -1.987 0.747 1.972
C -3.030 1.464 2.830
C -1.115 1.701 1.175
C -1.096 3.083 1.403
C -0.120 3.873 0.773
C 0.828 3.284 -0.072
C 0.784 1.926 -0.357
C 1.877 1.296 -1.208
C 1.855 1.788 -2.656
C 3.255 1.497 -0.579
C -0.349 1.145 0.035
O -0.502 0.030 -0.590
H -0.577 0.442 3.564
H -0.264 -0.719 2.198
H -1.733 -0.935 3.349
H -2.518 0.121 1.241
H -2.502 2.070 3.572
H -3.643 2.108 2.193
H -3.676 0.736 3.336
H -1.851 3.571 2.059
H -0.069 4.954 0.955
H 1.629 3.884 -0.527
H 1.700 0.200 -1.269
H 2.041 2.868 -2.729
H 2.607 1.266 -3.267
H 0.881 1.569 -3.110
H 3.298 0.950 0.367
H 4.063 1.113 -1.216
H 3.461 2.553 -0.359
*
```

Computed properties:
highest occupied orbital energy (alpha / beta) = 0.31 / 0.69 eV
orbital gap (alpha / beta) = 4.66 / 4.26 eV
F_max = 3.2 eV Å⁻¹
LUMO energy (alpha / beta) = 4.97 / 4.95 eV

=====

(2)
Formula: C3H11NO2
Source: the OMol25 dataset
Level of theory: wB97M-V/def2-TZVPD

```
! wB97M-V def2-TZVPD RIJCOSX def2/J DEFGRID3
* xyz 0 1
C -1.947 1.947 -0.151
O -1.053 2.616 -1.118
C -1.657 0.493 -0.536
H -1.744 2.537 0.778
H -2.989 2.312 -0.267
H -0.329 2.093 -1.452
H -2.248 0.195 -1.439
H -0.673 0.091 -0.766
H -1.909 -0.217 0.259
N 1.685 -2.190 -0.314
C 1.449 -1.573 0.985
O 2.017 -0.290 1.094
H 1.703 -1.492 -1.048
H 2.575 -2.673 -0.354
H 0.377 -1.343 1.112
H 1.820 -2.182 1.803
H 2.922 -0.326 1.414
*
```

Computed properties:
highest occupied orbital energy = -9.83 eV
orbital gap = 10.59 eV
F_max = 3.1 eV Å⁻¹
LUMO energy = 0.76 eV
SMILES = CCO.NCO

=====

Question: Which of these has the highest F_max?
Answer: C19H27CuNO